No. 1
{"formula": "C18H26ClN3OS", "method": "ωB97M-V/def2-TZVPD", "elements": ["C", "C", "C", "C", "C", "C", "O", "N", "C", "S", "N", "C", "C", "C", "C", "N", "C", "C", "C", "C", "C", "C", "Cl", "C", "H", "H", "H", "H", "H", "H", "H", "H", "H", "H", "H", "H", "H", "H", "H", "H", "H", "H", "H", "H", "H", "H", "H", "H", "H", "H"], "coordinates": [[5.79, -1.42, 6.76], [4.65, -1.04, 5.82], [4.88, -1.60, 4.42], [3.83, -1.14, 3.40], [2.43, -1.69, 3.70], [1.48, -1.30, 2.60], [0.69, -0.38, 2.69], [1.61, -2.07, 1.48], [0.93, -1.97, 0.26], [1.38, -3.05, -0.90], [0.01, -1.00, 0.19], [-0.86, -0.61, -0.82], [-1.69, 0.48, -0.56], [-2.56, 0.95, -1.51], [-2.67, 0.36, -2.79], [-3.57, 0.81, -3.73], [-4.72, 1.59, -3.34], [-4.49, 3.10, -3.44], [-4.05, 3.46, -4.85], [-2.82, 2.62, -5.22], [-3.13, 1.13, -5.08], [-1.86, -0.76, -3.00], [-2.00, -1.71, -4.45], [-0.96, -1.23, -2.06], [5.88, -2.50, 6.83], [5.62, -1.02, 7.75], [6.74, -1.03, 6.39], [4.58, 0.05, 5.76], [3.72, -1.42, 6.23], [4.89, -2.69, 4.46], [5.86, -1.28, 4.06], [3.79, -0.05, 3.38], [4.14, -1.48, 2.40], [2.06, -1.26, 4.63], [2.47, -2.78, 3.80], [2.29, -2.81, 1.48], [-0.07, -0.45, 1.06], [-1.64, 0.97, 0.40], [-3.18, 1.80, -1.27], [-5.03, 1.30, -2.34], [-5.53, 1.32, -4.03], [-5.42, 3.62, -3.18], [-3.72, 3.41, -2.73], [-3.82, 4.52, -4.92], [-4.85, 3.24, -5.55], [-2.51, 2.83, -6.24], [-1.99, 2.88, -4.55], [-2.25, 0.55, -5.33], [-3.94, 0.86, -5.77], [-0.37, -2.10, -2.29]], "lowdin_charge": [-0.116, -0.275, -0.228, -0.196, -0.109, -0.448, 0.071, 0.073, -0.791, 0.692, 0.089, -0.231, -0.013, -0.013, -0.248, -0.118, -0.173, -0.182, -0.209, -0.175, -0.197, -0.553, 0.729, -0.077, 0.072, 0.068, 0.071, 0.113, 0.102, 0.116, 0.114, 0.123, 0.112, 0.120, 0.128, 0.111, 0.113, 0.118, 0.101, 0.120, 0.126, 0.110, 0.103, 0.107, 0.112, 0.110, 0.117, 0.067, 0.127, 0.016], "orbital_gap_ev": 7.94, "e_above_lowest_kcal_mol": 20.3, "total_energy_ha": -1799.427576, "lumo_ev": 0.5022, "smiles": "CCCCCC(=O)NC(=S)Nc1ccc(N2CCCCC2)c(Cl)c1"}


No. 2
{"formula": "C56H64BrF4I2N10O6S2", "method": "ωB97M-V/def2-TZVPD", "elements": ["C", "C", "I", "C", "I", "N", "F", "C", "Br", "C", "N", "C", "O", "C", "C", "C", "O", "C", "C", "F", "F", "F", "C", "C", "C", "N", "S", "C", "C", "O", "O", "C", "C", "C", "O", "C", "O", "C", "S", "H", "H", "H", "H", "H", "H", "H", "H", "H", "H", "H", "H", "H", "H", "H", "H", "H", "H", "H", "H", "H", "H", "H", "H", "H", "H", "H", "H", "H", "N", "C", "C", "C", "C", "C", "H", "H", "H", "H", "H", "N", "C", "C", "C", "C", "C", "H", "H", "H", "H", "H", "N", "C", "C", "C", "C", "C", "H", "H", "H", "H", "H", "N", "C", "C", "C", "C", "C", "H", "H", "H", "H", "H", "N", "C", "C", "C", "C", "C", "H", "H", "H", "H", "H", "N", "C", "C", "C", "C", "C", "H", "H", "H", "H", "H", "N", "C", "C", "C", "C", "C", "H", "H", "H", "H", "H"], "coordinates": [[-2.01, -0.53, 1.66], [-1.94, -1.58, 0.60], [-3.87, -2.10, 0.03], [-0.84, -2.12, 0.09], [-0.97, -3.60, -1.40], [0.45, -1.61, 0.63], [0.26, -1.71, 2.04], [0.81, -0.15, 0.30], [-0.40, 0.82, -0.86], [2.20, -0.16, -0.42], [3.26, 0.58, 0.23], [3.46, 1.69, -0.22], [3.58, 2.74, -0.72], [2.45, -1.67, -0.73], [1.79, -1.82, -2.12], [2.02, -3.11, -2.84], [1.17, -3.09, -3.96], [0.83, -4.39, -4.39], [-0.04, -4.27, -5.61], [-1.32, -4.08, -5.22], [0.29, -3.30, -6.44], [-0.03, -5.44, -6.26], [1.83, -2.32, 0.48], [2.67, -1.97, 1.75], [4.17, -2.29, 1.65], [5.09, -1.17, 1.88], [1.77, -4.16, 0.62], [3.21, -4.73, -0.31], [2.92, -5.78, -1.35], [1.90, -6.42, -1.39], [3.91, -5.89, -2.26], [5.03, -6.63, -1.73], [6.29, -6.54, -2.61], [7.51, -6.42, -1.72], [6.20, -5.38, -3.44], [7.16, -5.36, -4.38], [7.87, -6.31, -4.62], [7.31, -4.07, -5.10], [5.81, -3.62, -6.02], [-1.15, 0.09, 1.74], [-2.11, -1.04, 2.61], [-2.91, 0.06, 1.57], [0.84, 0.35, 1.25], [2.01, 0.36, -1.34], [3.51, -1.77, -0.90], [0.74, -1.59, -2.12], [2.25, -1.08, -2.75], [3.06, -3.21, -3.14], [1.73, -3.95, -2.23], [0.24, -4.92, -3.66], [1.73, -4.93, -4.62], [2.31, -2.57, 2.56], [2.54, -0.94, 2.07], [4.40, -3.01, 2.41], [4.46, -2.74, 0.72], [5.50, -0.86, 1.03], [4.62, -0.39, 2.31], [3.69, -3.91, -0.79], [3.93, -5.13, 0.40], [4.70, -7.65, -1.68], [5.30, -6.25, -0.75], [6.34, -7.44, -3.20], [7.78, -5.38, -1.66], [7.31, -6.77, -0.72], [8.32, -7.01, -2.13], [7.53, -3.26, -4.43], [8.10, -4.20, -5.81], [5.85, -4.63, -6.89], [-3.98, -0.67, -4.39], [-3.53, -1.73, -5.06], [-3.81, -1.97, -6.39], [-4.60, -1.07, -7.07], [-5.09, 0.04, -6.39], [-4.75, 0.19, -5.06], [-2.91, -2.41, -4.49], [-3.41, -2.85, -6.88], [-4.85, -1.22, -8.12], [-5.71, 0.77, -6.89], [-5.10, 1.05, -4.49], [-4.61, 1.17, 3.26], [-5.14, 2.31, 3.71], [-6.48, 2.45, 4.04], [-7.32, 1.36, 3.89], [-6.78, 0.17, 3.42], [-5.43, 0.13, 3.13], [-4.45, 3.14, 3.82], [-6.86, 3.40, 4.41], [-8.37, 1.44, 4.13], [-7.40, -0.71, 3.28], [-4.96, -0.77, 2.76], [2.93, 5.09, 3.03], [2.76, 4.33, 1.96], [1.53, 3.83, 1.55], [0.41, 4.15, 2.31], [0.57, 4.94, 3.43], [1.85, 5.38, 3.75], [3.66, 4.11, 1.40], [1.44, 3.23, 0.67], [-0.57, 3.79, 2.02], [-0.28, 5.21, 4.05], [2.01, 6.00, 4.62], [6.74, 6.98, 2.82], [7.32, 8.17, 2.64], [6.62, 9.34, 2.39], [5.24, 9.27, 2.31], [4.62, 8.05, 2.49], [5.40, 6.94, 2.75], [8.40, 8.17, 2.71], [7.14, 10.27, 2.25], [4.66, 10.17, 2.11], [3.54, 7.95, 2.44], [4.95, 5.97, 2.90], [-0.96, 1.30, 5.72], [-1.06, 0.87, 6.98], [-0.70, 1.62, 8.08], [-0.21, 2.90, 7.88], [-0.10, 3.37, 6.58], [-0.49, 2.53, 5.54], [-1.45, -0.14, 7.10], [-0.81, 1.22, 9.08], [0.09, 3.52, 8.71], [0.29, 4.36, 6.37], [-0.42, 2.85, 4.51], [-6.92, 3.02, 7.57], [-7.11, 3.75, 8.67], [-6.08, 4.25, 9.44], [-4.77, 3.98, 9.06], [-4.56, 3.22, 7.92], [-5.67, 2.77, 7.21], [-8.15, 3.94, 8.93], [-6.29, 4.84, 10.32], [-3.94, 4.36, 9.64], [-3.56, 2.99, 7.58], [-5.54, 2.17, 6.32], [-7.72, 1.43, -8.78], [-8.92, 0.91, -8.53], [-9.48, -0.13, -9.26], [-8.75, -0.67, -10.30], [-7.50, -0.14, -10.58], [-7.03, 0.90, -9.79], [-9.47, 1.36, -7.71], [-10.46, -0.51, -9.01], [-9.15, -1.48, -10.89], [-6.89, -0.53, -11.38], [-6.06, 1.34, -9.96]], "lowdin_charge": [-0.193, -0.834, 1.026, -0.718, 1.190, -0.102, 0.027, -0.494, 0.962, -0.310, 0.171, -0.272, 0.211, -0.193, -0.152, -0.270, -0.125, -0.115, -0.611, 0.114, 0.189, 0.153, -0.505, -0.177, -0.251, 0.018, 1.014, -0.344, -0.569, 0.144, -0.003, -0.071, -0.302, -0.007, 0.014, -0.575, 0.127, -0.442, 0.744, 0.034, 0.102, 0.032, 0.110, 0.081, 0.151, 0.050, 0.137, 0.147, 0.033, 0.091, 0.149, 0.090, 0.106, 0.110, 0.083, 0.056, 0.059, 0.074, 0.092, 0.144, 0.110, 0.148, 0.100, 0.081, 0.087, 0.083, 0.080, -0.128, 0.046, -0.163, -0.066, -0.072, -0.064, -0.157, 0.078, 0.100, 0.103, 0.087, 0.102, 0.054, -0.168, -0.091, -0.060, -0.059, -0.171, 0.105, 0.108, 0.113, 0.104, 0.055, 0.059, -0.133, -0.069, -0.082, -0.090, -0.127, 0.099, 0.071, 0.111, 0.106, 0.115, 0.050, -0.161, -0.077, -0.085, -0.078, -0.161, 0.102, 0.100, 0.104, 0.090, 0.065, 0.054, -0.160, -0.073, -0.075, -0.066, -0.156, 0.104, 0.105, 0.109, 0.092, 0.070, 0.061, -0.152, -0.070, -0.078, -0.062, -0.157, 0.104, 0.102, 0.104, 0.088, 0.077, 0.048, -0.155, -0.071, -0.078, -0.075, -0.168, 0.103, 0.102, 0.107, 0.101, 0.104], "orbital_gap_ev": 7.20, "total_energy_ha": -7536.072747, "total_charge": 1, "lumo_ev": -3.4857}


No. 3
{"formula": "C4H5N3O3", "method": "ωB97M-V/def2-TZVPD", "elements": ["C", "C", "C", "C", "H", "H", "H", "H", "H", "N", "N", "N", "O", "O", "O"], "coordinates": [[-1.23, -0.59, 0.38], [0.15, -0.69, 0.55], [1.19, 0.24, -0.08], [1.11, 1.60, -0.82], [-1.87, -3.00, 0.54], [-3.16, -1.49, 0.18], [0.78, 2.41, -0.09], [2.18, 1.92, -0.97], [-0.73, 1.59, -1.65], [-2.13, -1.66, 0.69], [0.83, -1.50, 1.43], [2.34, -0.11, 0.36], [-1.71, 0.60, 0.08], [2.05, -1.15, 1.37], [0.19, 1.83, -1.97]], "lowdin_charge": [-0.458, -0.137, -0.176, -0.141, 0.271, 0.163, 0.139, 0.131, 0.079, 0.040, 0.109, 0.174, -0.025, -0.068, -0.103], "orbital_gap_ev": 9.95, "e_above_lowest_kcal_mol": 151.5, "total_energy_ha": -545.220980, "lumo_ev": -0.6970}


No. 4
{"formula": "C13H17FN", "method": "ωB97M-V/def2-TZVPD", "elements": ["C", "C", "C", "C", "C", "C", "C", "C", "C", "C", "C", "C", "C", "N", "F", "H", "H", "H", "H", "H", "H", "H", "H", "H", "H", "H", "H", "H", "H", "H", "H", "H"], "coordinates": [[-0.99, -3.06, 1.31], [-1.29, -3.54, 0.02], [-0.25, -1.88, 1.44], [-1.09, -2.83, -1.17], [0.10, -1.18, 0.23], [-0.31, -1.64, -1.06], [3.40, 2.37, 0.98], [2.19, 1.93, 1.09], [1.74, 0.59, 0.68], [0.71, -0.06, 0.37], [0.16, -1.02, -2.28], [-2.15, 0.77, 0.13], [-0.54, 2.59, -0.49], [-0.89, 1.53, 0.47], [-1.07, 2.07, 1.86], [-1.11, -3.55, 2.25], [-1.87, -4.44, -0.08], [0.05, -1.25, 2.44], [-1.30, -3.29, -2.11], [3.67, 3.43, 1.26], [4.29, 1.92, 0.73], [1.38, 2.61, 1.38], [2.62, 0.06, 0.52], [1.14, -1.39, -2.44], [-0.34, -1.33, -3.14], [0.08, 0.17, -2.29], [-3.03, 1.41, 0.16], [-1.88, 0.56, -0.90], [-2.30, -0.16, 0.66], [-1.30, 3.15, -0.96], [0.02, 3.39, 0.05], [0.17, 2.07, -1.11]], "lowdin_charge": [-0.036, -0.009, 0.039, 0.021, -0.251, -0.191, 0.062, -0.146, -0.027, 0.008, -0.021, 0.010, -0.027, -0.150, -0.062, 0.108, 0.116, 0.197, 0.120, 0.107, 0.044, 0.094, 0.139, 0.093, 0.070, 0.138, 0.106, 0.085, 0.089, 0.086, 0.106, 0.083], "orbital_gap_ev": 8.34, "e_above_lowest_kcal_mol": 0.0, "total_energy_ha": -659.693691, "total_charge": 1, "lumo_ev": -4.8721}